1.
The following is a DFT calculation (ωB97M-V/def2-TZVPD) of a cluster of 5 separate species, C24H58FN5O10S in total at a distorted geometry.

Each line ends with the Mulliken charge.
Cartesian coordinates (Å):
C1 -6.41 -1.36 3.60  -0.938
C2 -5.68 -1.85 2.27  0.740
O1 -4.48 -2.22 2.40  -0.490
O2 -6.27 -1.96 0.98  -0.267
C3 -6.53 -0.67 0.38  -0.701
N1 -5.49 -0.21 -0.58  0.010
C4 -4.21 0.19 0.09  -0.787
C5 -4.35 1.36 1.17  -0.270
C6 -2.96 1.96 1.70  -0.503
C7 -1.72 0.94 1.67  -0.472
O3 -0.85 1.25 2.82  -0.169
C8 0.32 0.43 2.61  0.214
O4 0.59 -0.49 3.44  -0.490
S1 -5.24 -1.38 -1.82  1.100
O5 -4.48 -2.60 -1.34  -0.532
O6 -6.54 -1.88 -2.41  -0.583
F1 -4.27 -0.61 -2.98  -0.291
H1 -7.52 -1.11 3.48  0.311
H2 -6.33 -2.24 4.35  0.336
H3 -5.85 -0.49 4.10  0.267
H4 -7.50 -0.79 -0.23  0.357
H5 -6.78 0.09 1.20  0.403
H6 -3.65 -0.74 0.47  0.511
H7 -3.53 0.61 -0.75  0.422
H8 -4.99 2.22 0.74  0.246
H9 -4.93 0.96 2.09  -0.045
H10 -3.12 2.25 2.80  0.130
H11 -2.76 2.96 1.15  0.334
H12 -1.09 1.21 0.74  0.281
H13 -2.00 -0.16 1.71  0.295
H14 0.94 0.62 1.66  0.402
C9 3.39 -2.71 1.40  -1.215
C10 4.79 -2.34 0.94  0.383
C11 5.88 -2.67 1.98  -0.829
O7 5.95 -1.75 3.07  -0.388
C12 5.03 -2.00 4.11  -0.567
N2 4.81 -0.92 0.57  -0.511
H15 2.99 -2.02 2.14  0.077
H16 2.69 -2.69 0.55  0.334
H17 3.36 -3.72 1.82  0.354
H18 5.01 -2.93 0.05  0.360
H19 6.85 -2.61 1.48  0.337
H20 5.79 -3.70 2.35  0.459
H21 4.86 -3.07 4.26  0.289
H22 4.09 -1.49 3.91  0.168
H23 5.44 -1.58 5.03  0.257
H24 5.73 -0.70 0.18  0.245
H25 4.78 -0.38 1.44  0.267
C13 4.36 1.88 -3.89  -1.527
C14 4.67 0.58 -3.14  0.524
C15 5.74 -0.29 -3.84  -0.625
O8 5.26 -1.02 -4.96  -0.391
C16 5.22 -0.28 -6.17  -0.600
N3 3.42 -0.16 -2.93  -0.653
H26 3.75 1.71 -4.78  0.257
H27 3.80 2.56 -3.25  0.367
H28 5.28 2.39 -4.19  0.353
H29 5.07 0.87 -2.16  0.287
H30 6.07 -1.04 -3.12  0.277
H31 6.63 0.30 -4.11  0.416
H32 6.06 0.43 -6.25  0.291
H33 4.27 0.24 -6.27  0.191
H34 5.30 -0.99 -7.00  0.263
H35 3.63 -0.97 -2.35  0.216
H36 3.16 -0.56 -3.83  0.338
C17 1.42 3.29 6.78  -1.603
C18 0.45 2.77 5.73  0.502
C19 -1.02 3.15 6.00  -0.288
O9 -1.65 2.37 7.02  -0.382
C20 -1.39 2.81 8.34  -0.661
N4 0.61 1.32 5.60  -0.577
H37 1.37 2.73 7.71  0.275
H38 2.45 3.21 6.42  0.386
H39 1.23 4.34 7.00  0.362
H40 0.73 3.23 4.77  0.385
H41 -1.59 2.96 5.09  -0.097
H42 -1.12 4.22 6.22  0.471
H43 -1.31 3.90 8.41  0.299
H44 -0.49 2.35 8.73  0.228
H45 -2.22 2.49 8.97  0.257
H46 0.03 0.99 4.84  0.170
H47 0.19 0.89 6.43  0.308
C21 -2.19 0.66 -7.66  -1.482
C22 -2.21 0.28 -6.18  0.426
C23 -1.20 -0.84 -5.83  -0.585
O10 -1.62 -2.15 -6.21  -0.377
C24 -1.35 -2.48 -7.56  -0.672
N5 -3.58 -0.09 -5.80  -0.629
H48 -2.68 -0.08 -8.29  0.277
H49 -2.73 1.60 -7.81  0.374
H50 -1.17 0.80 -8.02  0.348
H51 -1.92 1.17 -5.61  0.389
H52 -1.10 -0.87 -4.74  0.328
H53 -0.20 -0.62 -6.22  0.381
H54 -0.41 -2.04 -7.91  0.298
H55 -2.18 -2.17 -8.19  0.234
H56 -1.27 -3.57 -7.63  0.257
H57 -3.60 -0.26 -4.79  0.234
H58 -3.77 -1.01 -6.20  0.341

- E_HOMO: -0.32775 Eh
- SMILES string: CC(=O)OCN(CCCCOC=O)S(=O)(=O)F.COC[C@@H](C)N.COC[C@@H](C)N.COC[C@@H](C)N.COC[C@@H](C)N
- F_max: 0.13314 Eh/bohr
- Charge: 0

2.
The following is a DFT calculation (ωB97M-V/def2-TZVPD) of a structure of composition C24H58IrP2Si4 at a distorted geometry.

Each line ends with the Mulliken charge.
Cartesian coordinates (Å):
P1 2.59 2.17 -3.20  0.875
P2 3.02 -1.41 -1.88  1.295
C1 4.15 1.00 -3.26  -0.791
C2 3.86 -0.52 -3.40  -1.018
H1 4.76 1.21 -2.38  0.423
H2 4.68 1.35 -4.17  0.567
H3 3.26 -0.75 -4.29  0.358
H4 4.84 -1.06 -3.47  0.594
C3 4.41 -1.30 -0.75  -1.505
H5 4.06 -1.65 0.22  0.394
H6 4.82 -0.30 -0.66  0.375
H7 5.21 -1.95 -1.08  0.492
C4 3.11 -3.14 -2.48  -1.390
H8 4.16 -3.45 -2.57  0.463
H9 2.62 -3.26 -3.46  0.386
H10 2.62 -3.79 -1.74  0.403
C5 3.56 3.74 -3.33  -1.249
H11 2.86 4.59 -3.27  0.431
H12 4.08 3.78 -4.31  0.479
H13 4.32 3.83 -2.53  0.423
C6 1.93 1.91 -4.82  -1.563
H14 1.69 0.89 -5.05  0.362
H15 2.61 2.26 -5.58  0.485
H16 1.04 2.53 -4.88  0.476
Ir1 -0.52 0.68 -0.24  0.631
C7 1.16 -1.29 -0.89  -0.143
C8 1.43 -0.07 0.00  -0.688
C9 2.33 1.04 -0.49  0.781
C10 1.61 2.38 -0.63  -1.043
C11 1.04 2.51 -2.11  0.243
C12 0.02 1.34 -2.40  -1.448
C13 0.45 0.01 -2.90  0.767
C14 0.00 -1.10 -1.93  -1.353
C15 -1.97 2.11 -0.30  -1.325
H17 0.99 -2.22 -0.27  0.255
H18 1.76 -0.30 1.00  0.150
H19 2.76 0.68 -1.46  -1.608
H20 3.22 1.23 0.15  0.798
H21 0.74 2.50 0.16  -0.077
H22 2.50 3.06 -0.51  0.700
H23 0.52 3.53 -2.21  0.519
H24 -0.96 1.59 -2.84  0.673
H25 1.55 0.05 -2.91  -1.249
H26 0.07 -0.23 -3.91  0.878
H27 -1.01 -0.82 -1.31  -0.226
H28 -0.15 -1.97 -2.55  0.825
H29 -3.03 1.69 -0.37  0.233
H30 -1.81 2.78 -1.20  0.520
H31 -1.89 2.79 0.63  0.213
C16 0.48 -3.07 2.23  -0.889
Si1 -0.57 -1.77 3.11  0.804
C17 -1.80 -2.73 4.19  -1.137
C18 0.49 -0.51 4.05  -1.111
Si2 -1.56 -0.23 1.56  -0.001
Si3 -3.50 -1.43 0.87  0.458
C19 -4.68 -1.80 2.29  -0.949
C20 -4.39 -0.42 -0.45  -1.157
C21 -2.69 -2.95 0.12  -0.885
Si4 -2.69 1.24 3.17  0.346
C22 -3.23 0.44 4.80  -1.157
C23 -1.41 2.59 3.47  -1.125
C24 -4.23 1.94 2.31  -0.995
H32 0.82 -3.75 3.02  0.547
H33 1.35 -2.60 1.73  0.007
H34 -0.12 -3.65 1.50  0.291
H35 -1.16 -3.39 4.80  0.426
H36 -2.40 -2.10 4.86  0.312
H37 -2.46 -3.37 3.58  0.291
H38 1.03 0.17 3.37  0.238
H39 -0.10 0.08 4.77  0.277
H40 1.23 -1.12 4.60  0.494
H41 -5.10 -0.89 2.75  0.240
H42 -5.51 -2.35 1.81  0.470
H43 -4.23 -2.43 3.06  0.249
H44 -3.70 -0.02 -1.21  0.252
H45 -5.08 -1.11 -0.95  0.508
H46 -4.99 0.41 -0.03  0.310
H47 -1.93 -2.71 -0.64  0.129
H48 -2.25 -3.60 0.89  0.207
H49 -3.52 -3.49 -0.37  0.492
H50 -2.37 0.13 5.42  0.333
H51 -3.78 1.22 5.36  0.455
H52 -3.91 -0.41 4.65  0.356
H53 -1.05 3.04 2.54  0.296
H54 -1.88 3.39 4.07  0.483
H55 -0.53 2.22 4.03  0.317
H56 -3.97 2.59 1.46  0.324
H57 -4.94 1.17 1.98  0.196
H58 -4.74 2.57 3.06  0.506

- E_HOMO (alpha / beta): -0.36350 / -0.47652 Eh
- F_max: 0.05493 Eh/bohr
- Energy relative to the best compared isomer or geometry (same formula, charge and spin): 52.9 kcal per mole
- Spin multiplicity: 6
- Charge: +2

3.
The following is a DFT calculation (ωB97M-V/def2-TZVPD) of a cluster of 6 separate species, C24H59NO6 in total at a distorted geometry.

Each line ends with the Mulliken charge.
Cartesian coordinates (Å):
C1 6.02 0.21 0.00  -2.020
C2 4.95 -0.88 -0.15  1.492
C3 3.76 -0.52 0.77  -1.161
C4 2.54 -1.34 0.43  -0.054
C5 2.11 -1.23 -1.02  -0.257
C6 3.25 -1.51 -2.02  1.675
N1 4.49 -0.88 -1.54  0.223
O1 5.57 -1.08 -2.43  -0.493
C7 3.40 -3.03 -2.20  -1.806
C8 2.88 -0.84 -3.34  -2.014
C9 5.55 -2.25 0.31  -1.577
H1 6.18 0.40 1.06  0.425
H2 5.78 1.12 -0.53  0.408
H3 6.96 -0.16 -0.42  0.431
H4 4.07 -0.68 1.80  0.474
H5 3.56 0.54 0.55  0.199
H6 1.70 -1.10 1.08  -0.399
H7 2.73 -2.39 0.71  0.324
H8 1.68 -0.26 -1.25  -0.038
H9 1.33 -1.99 -1.13  0.272
H10 4.30 -3.23 -2.81  0.461
H11 3.54 -3.51 -1.24  0.354
H12 2.59 -3.46 -2.78  0.461
H13 3.56 -1.14 -4.13  0.408
H14 1.83 -1.00 -3.61  0.251
H15 3.03 0.24 -3.23  0.463
H16 4.79 -2.90 0.74  0.340
H17 6.30 -2.06 1.07  0.488
H18 5.96 -2.77 -0.55  0.221
H19 5.75 -2.04 -2.42  0.357
C10 -4.55 -2.73 -0.54  -0.956
C11 -3.44 -3.27 -1.43  0.544
C12 -3.66 -2.82 -2.87  -1.271
O2 -2.19 -2.87 -0.91  -0.477
H20 -4.35 -2.87 0.52  0.067
H21 -5.56 -3.12 -0.70  0.463
H22 -4.64 -1.66 -0.73  0.146
H23 -3.52 -4.36 -1.46  0.342
H24 -3.62 -1.73 -2.99  0.178
H25 -4.66 -3.11 -3.20  0.447
H26 -2.98 -3.26 -3.60  0.309
H27 -2.11 -1.90 -0.89  -0.038
C13 0.92 3.35 0.50  -0.705
C14 1.02 4.61 1.34  0.362
C15 0.77 5.89 0.56  -1.375
O3 0.03 4.45 2.36  -0.476
H28 -0.08 3.21 0.09  -0.134
H29 1.15 2.50 1.14  0.207
H30 1.61 3.40 -0.35  0.470
H31 2.02 4.69 1.79  0.303
H32 -0.17 5.91 0.01  0.283
H33 1.57 6.07 -0.17  0.385
H34 0.77 6.72 1.27  0.396
H35 0.05 5.20 2.96  0.290
C16 -0.45 -1.41 2.75  -0.561
C17 -1.53 -2.46 2.95  0.224
C18 -2.89 -1.82 2.61  -0.793
O4 -1.28 -3.57 2.12  -0.607
H36 0.51 -1.82 3.09  0.352
H37 -0.61 -0.46 3.28  0.368
H38 -0.32 -1.13 1.71  -0.293
H39 -1.58 -2.79 3.99  0.370
H40 -3.14 -0.96 3.23  0.335
H41 -3.69 -2.56 2.72  0.354
H42 -2.90 -1.45 1.58  -0.148
H43 -1.48 -3.38 1.20  0.377
C19 -0.78 -0.27 -2.54  -2.010
C20 -1.31 0.67 -1.46  2.134
C21 -2.02 1.89 -2.03  -1.555
O5 -2.19 -0.05 -0.57  0.218
H44 0.14 0.21 -2.90  0.479
H45 -1.46 -0.32 -3.40  0.453
H46 -0.63 -1.27 -2.17  0.467
H47 -0.45 1.04 -0.89  -0.608
H48 -2.96 1.65 -2.53  0.376
H49 -1.37 2.33 -2.80  0.450
H50 -2.20 2.65 -1.27  0.177
H51 -2.65 0.61 -0.02  -0.298
C22 -3.35 3.83 1.98  -1.363
C23 -3.54 2.32 2.11  0.990
C24 -4.63 1.95 3.10  -1.479
O6 -3.82 1.77 0.81  -0.355
H52 -2.58 4.01 1.23  0.220
H53 -2.97 4.27 2.90  0.375
H54 -4.29 4.32 1.70  0.371
H55 -2.62 1.85 2.45  0.040
H56 -4.71 0.89 3.31  0.285
H57 -5.60 2.32 2.75  0.359
H58 -4.48 2.49 4.04  0.402
H59 -4.69 2.09 0.54  0.224

- E_HOMO: -0.30176 Eh
- SMILES string: CC1(C)CCCC(C)(C)N1O.CC(C)O.CC(C)O.CC(C)O.CC(C)O.CC(C)O
- F_max: 0.03493 Eh/bohr
- Energy relative to the best compared isomer or geometry (same formula, charge and spin): 6.8 kcal per mole
- Charge: 0

4.
The following is a DFT calculation (ωB97M-V/def2-TZVPD) of a cluster of 4 separate species, C24H60ClN3O3 in total at a distorted geometry.

Each line ends with the Mulliken charge.
Cartesian coordinates (Å):
Cl1 -14.56 9.62 19.19  -0.708
C1 -12.85 11.63 13.16  -1.284
C2 -13.64 10.48 13.79  -0.334
N1 -13.06 9.99 15.08  0.132
C3 -13.92 8.86 15.59  -0.814
C4 -11.63 9.56 14.85  -0.286
C5 -10.80 9.23 16.07  -1.258
C6 -13.05 11.06 16.17  -0.629
C7 -14.32 11.84 16.37  -0.969
O1 -14.17 13.06 15.69  -0.310
C8 -15.33 13.90 15.77  -0.826
H1 -11.89 11.33 12.75  0.372
H2 -12.72 12.45 13.86  0.298
H3 -13.42 12.07 12.33  0.420
H4 -13.61 9.68 13.05  0.499
H5 -14.67 10.79 13.94  0.395
H6 -13.59 8.58 16.58  0.229
H7 -13.93 8.04 14.87  0.333
H8 -14.92 9.29 15.66  0.440
H9 -11.01 10.30 14.34  0.256
H10 -11.75 8.81 14.07  0.529
H11 -9.95 8.57 15.82  0.502
H12 -11.28 8.47 16.71  0.060
H13 -10.32 10.04 16.61  0.371
H14 -12.27 11.77 15.90  0.578
H15 -12.79 10.43 17.02  0.393
H16 -14.40 12.13 17.43  0.539
H17 -15.21 11.22 16.21  0.365
H18 -15.20 14.46 16.71  0.297
H19 -16.26 13.35 15.84  0.338
H20 -15.24 14.63 14.97  0.274
C9 -18.74 7.19 24.57  -1.186
C10 -19.68 7.76 23.53  -0.498
N2 -19.53 7.18 22.13  0.491
C11 -20.09 5.78 22.14  -1.213
C12 -20.42 7.98 21.21  -0.466
C13 -21.91 7.64 21.12  -1.383
C14 -18.10 7.16 21.65  -1.128
C15 -17.52 8.52 21.23  0.416
O2 -17.68 9.47 22.26  -0.277
C16 -16.46 9.90 22.82  -0.540
H21 -19.27 7.27 25.53  0.370
H22 -17.80 7.73 24.61  0.259
H23 -18.53 6.11 24.56  0.302
H24 -19.45 8.81 23.38  0.398
H25 -20.74 7.72 23.80  0.727
H26 -20.18 5.46 21.10  0.490
H27 -21.00 5.70 22.72  0.386
H28 -19.37 5.13 22.64  0.405
H29 -19.95 7.94 20.22  0.395
H30 -20.37 9.05 21.42  0.333
H31 -22.35 8.30 20.39  0.414
H32 -22.45 7.86 22.04  0.356
H33 -22.10 6.61 20.83  0.391
H34 -18.11 6.54 20.74  0.321
H35 -17.53 6.62 22.40  0.502
H36 -18.15 8.88 20.41  0.411
H37 -16.52 8.30 20.87  -0.371
H38 -16.57 10.91 23.23  0.335
H39 -15.63 9.91 22.12  0.208
H40 -16.13 9.35 23.71  0.134
C17 -11.03 7.61 19.64  -1.316
C18 -11.92 7.78 20.87  -0.197
N3 -12.76 6.58 21.21  0.632
C19 -13.63 6.11 20.07  -1.083
C20 -11.87 5.40 21.62  -0.423
C21 -12.58 4.16 22.08  -1.333
C22 -13.77 6.89 22.28  -0.131
C23 -13.18 7.40 23.62  -1.114
O3 -12.54 6.36 24.31  -0.251
C24 -12.06 6.73 25.59  -0.830
H41 -10.53 8.55 19.42  0.429
H42 -11.58 7.23 18.78  0.221
H43 -10.16 6.95 19.77  0.378
H44 -12.66 8.56 20.71  0.228
H45 -11.29 7.92 21.75  0.282
H46 -13.04 5.82 19.21  0.390
H47 -14.30 6.91 19.74  0.151
H48 -14.31 5.35 20.45  0.437
H49 -11.24 5.78 22.41  0.458
H50 -11.32 5.18 20.71  0.478
H51 -13.33 3.76 21.41  0.355
H52 -13.11 4.34 23.02  0.297
H53 -11.82 3.44 22.39  0.413
H54 -14.45 6.05 22.43  0.569
H55 -14.39 7.72 21.95  -0.129
H56 -14.00 7.89 24.13  0.647
H57 -12.45 8.16 23.32  0.345
H58 -11.09 7.22 25.55  0.322
H59 -12.01 5.84 26.20  0.271
H60 -12.67 7.46 26.14  0.323

- E_HOMO: -0.47073 Eh
- F_max: 0.04729 Eh/bohr
- Energy relative to the best compared isomer or geometry (same formula, charge and spin): 28.1 kcal per mole
- Charge: +2

5.
The following is a DFT calculation (ωB97M-V/def2-TZVPD) of a structure of composition C24H60O13S2.

Each line ends with the Mulliken charge.
Cartesian coordinates (Å):
C1 4.21 -2.77 -0.35  -1.211
C2 2.81 -3.26 -0.71  -0.589
C3 1.89 -2.10 -1.03  0.612
C4 1.39 -1.35 0.18  -1.198
O1 0.73 -2.47 -1.86  -0.381
S1 0.02 -3.87 -1.56  0.552
O2 -0.06 -4.57 -2.81  -0.639
O3 -1.44 -3.12 -1.29  -0.005
S2 -2.47 -3.98 -0.28  -0.144
H1 4.90 -3.61 -0.36  0.234
H2 4.25 -2.34 0.64  0.355
H3 4.58 -2.06 -1.09  0.361
H4 2.87 -3.94 -1.56  0.392
H5 2.41 -3.82 0.15  0.306
H6 2.42 -1.40 -1.69  0.208
H7 2.21 -0.94 0.76  0.499
H8 0.73 -0.54 -0.13  0.163
H9 0.80 -2.02 0.81  0.252
H10 -1.54 -4.47 0.56  0.110
C5 -3.02 -0.41 -0.26  -1.025
O4 -3.37 0.96 -0.28  0.061
C6 -4.72 1.20 -0.61  -0.722
C7 -5.56 1.49 0.62  -0.549
O5 -5.64 0.37 1.48  -0.403
C8 -4.76 0.44 2.59  -0.210
H11 -2.03 -0.49 0.19  0.166
H12 -3.73 -0.99 0.33  0.501
H13 -2.96 -0.83 -1.27  0.369
H14 -5.14 0.34 -1.15  0.396
H15 -4.76 2.07 -1.27  0.347
H16 -6.57 1.74 0.30  0.410
H17 -5.14 2.35 1.15  0.273
H18 -5.10 1.19 3.32  -0.047
H19 -3.74 0.69 2.28  0.175
H20 -4.76 -0.54 3.06  0.285
C9 -1.80 1.61 -3.46  -0.708
O6 -0.64 0.80 -3.36  0.156
C10 -0.73 -0.43 -4.07  0.277
C11 -0.03 -0.38 -5.40  -0.767
O7 -0.66 0.52 -6.31  -0.409
C12 -0.02 1.77 -6.41  -0.588
H21 -1.53 2.60 -3.08  0.197
H22 -2.13 1.71 -4.50  0.439
H23 -2.61 1.21 -2.85  -0.006
H24 -1.78 -0.72 -4.20  0.399
H25 -0.23 -1.17 -3.44  -0.339
H26 -0.06 -1.38 -5.85  0.390
H27 1.02 -0.10 -5.26  0.360
H28 0.93 1.68 -6.96  0.336
H29 0.19 2.20 -5.43  0.155
H30 -0.68 2.43 -6.96  0.251
C13 8.69 -7.15 -1.72  -0.676
O8 9.29 -6.73 -0.51  -0.375
C14 9.00 -5.38 -0.16  -0.537
C15 7.93 -5.29 0.90  -0.486
O9 6.68 -5.77 0.43  -0.257
C16 6.37 -7.08 0.86  -0.796
H31 8.81 -8.23 -1.78  0.246
H32 7.62 -6.91 -1.74  0.276
H33 9.17 -6.69 -2.58  0.321
H34 8.69 -4.82 -1.05  0.310
H35 9.92 -4.94 0.23  0.377
H36 7.80 -4.24 1.18  0.376
H37 8.24 -5.85 1.79  0.337
H38 6.10 -7.10 1.92  0.303
H39 7.20 -7.77 0.69  0.337
H40 5.51 -7.42 0.28  0.245
C17 -5.62 3.01 6.12  -0.859
O10 -5.66 3.35 4.75  -0.307
C18 -6.95 3.75 4.30  -0.389
C19 -7.07 5.26 4.19  -0.605
O11 -6.97 5.89 5.45  -0.375
C20 -5.70 6.45 5.71  -0.687
H41 -4.57 2.92 6.40  0.256
H42 -6.09 3.77 6.74  0.388
H43 -6.12 2.05 6.30  0.309
H44 -7.72 3.37 4.97  0.364
H45 -7.11 3.31 3.31  0.323
H46 -8.04 5.50 3.77  0.378
H47 -6.30 5.64 3.51  0.331
H48 -5.53 7.35 5.11  0.320
H49 -4.89 5.74 5.51  0.296
H50 -5.68 6.73 6.76  0.242
C21 0.04 2.77 0.84  -0.750
O12 0.96 2.26 -0.09  -0.292
C22 0.98 2.96 -1.33  0.172
C23 2.15 3.91 -1.43  -0.790
O13 2.07 4.96 -0.48  -0.378
C24 2.89 4.77 0.66  -0.647
H51 0.25 2.30 1.80  0.240
H52 0.14 3.86 0.95  0.420
H53 -0.99 2.54 0.55  0.186
H54 0.04 3.51 -1.46  0.192
H55 1.05 2.21 -2.12  0.059
H56 2.15 4.36 -2.43  0.371
H57 3.09 3.35 -1.31  0.370
H58 3.95 4.90 0.41  0.332
H59 2.74 3.77 1.09  0.242
H60 2.60 5.52 1.39  0.241

- E_HOMO: -0.33099 Eh
- F_max: 0.00785 Eh/bohr
- Charge: 0